Density functional theory data (ωB97M-V with the def2-TZVPD basis set) for a cluster of 3 separate species, C25H60N6O7P2 in total in a non-equilibrium geometry.

```
! wB97M-V def2-TZVPD RIJCOSX def2/J DEFGRID3
* xyz 0 1
C 5.5277 5.6712 0.0194
C 6.0130 4.2371 -0.3296
O 5.0552 3.2118 -0.0490
C 4.4778 3.3562 1.2425
C 3.8407 2.0220 1.7002
C 2.8302 2.2906 2.8199
O 2.9416 1.5705 4.0649
C 1.7914 1.8953 4.7228
O 1.5946 1.9351 5.8641
O 0.7516 2.1971 3.8375
C 1.3213 2.1271 2.5370
C 0.8821 1.0041 1.5953
C -0.6574 0.9583 1.2768
C -1.4849 2.2094 1.6972
C -2.6952 2.3193 0.6967
C -3.4793 3.6249 1.0515
O -2.9915 4.7273 0.2983
C -2.2444 5.6546 1.0775
H 4.4568 5.7606 -0.2195
H 6.0993 6.4575 -0.4915
H 5.6590 5.8386 1.1018
H 6.9195 4.0184 0.2696
H 6.2131 4.1769 -1.4091
H 5.2211 3.7411 1.9615
H 3.6262 4.0593 1.1284
H 3.4166 1.5645 0.7957
H 4.6072 1.3150 2.0656
H 2.9616 3.3652 3.0729
H 1.1003 3.0804 2.0160
H 1.4217 0.9964 0.6402
H 1.1227 0.0494 2.1054
H -1.0836 0.0484 1.7233
H -0.7749 0.8601 0.1826
H -1.9056 2.0273 2.6990
H -0.9496 3.1616 1.6088
H -2.2168 2.4989 -0.2840
H -3.3138 1.4119 0.7016
H -4.5588 3.4491 0.8952
H -3.3537 3.7814 2.1405
H -2.8836 6.5018 1.3914
H -1.4601 6.0667 0.4169
H -1.7502 5.2046 1.9517
O 1.7965 -2.6355 1.5729
P 1.9318 -4.1481 1.5015
N 1.0676 -4.5290 2.9424
C 1.5458 -4.8060 4.2779
C -0.3646 -4.2639 2.9305
N 3.6680 -4.1875 1.6079
C 4.3675 -4.0189 2.8762
C 4.2910 -3.3181 0.6080
N 1.9937 -5.8547 1.0342
C 0.9889 -6.2472 0.0466
C 2.3623 -6.9465 1.8832
H 0.9910 -5.6510 4.7036
H 1.4225 -3.9439 4.9468
H 2.5902 -5.0994 4.3161
H -0.9278 -5.1893 2.7530
H -0.6332 -3.5569 2.1418
H -0.7074 -3.8297 3.8731
H 3.9371 -3.2237 3.4972
H 5.4211 -3.7839 2.7146
H 4.3824 -4.9529 3.4422
H 4.2890 -2.2652 0.9089
H 3.7621 -3.3841 -0.3477
H 5.3195 -3.6333 0.4233
H 0.0109 -6.4456 0.5105
H 1.3011 -7.1401 -0.5016
H 0.8545 -5.4535 -0.6941
H 1.5215 -7.3032 2.4951
H 3.1957 -6.7024 2.5404
H 2.7046 -7.7823 1.2658
O -4.2736 -0.0272 -1.9265
P -3.7721 0.5090 -3.2593
N -5.3248 0.7485 -3.9744
C -6.0903 -0.0977 -4.8602
C -6.1446 1.8099 -3.4066
N -2.9053 -0.9252 -3.7294
C -3.5880 -2.1059 -4.2432
C -1.9543 -1.3436 -2.6971
N -3.0143 1.3346 -4.6344
C -2.6726 2.7343 -4.3824
C -3.2887 1.0940 -6.0181
H -6.5443 0.5088 -5.6535
H -6.8946 -0.6274 -4.3319
H -5.4939 -0.8444 -5.3750
H -6.0949 2.7123 -4.0297
H -5.8072 2.0815 -2.4037
H -7.1926 1.5127 -3.3169
H -4.5032 -2.3439 -3.6871
H -2.9374 -2.9816 -4.2074
H -3.8274 -1.9899 -5.3027
H -2.4361 -1.8923 -1.8810
H -1.4545 -0.4761 -2.2548
H -1.1743 -1.9694 -3.1350
H -3.5408 3.3988 -4.5062
H -1.8770 3.0735 -5.0514
H -2.2996 2.8563 -3.3612
H -4.1715 1.6457 -6.3722
H -3.4235 0.0365 -6.2403
H -2.4311 1.4170 -6.6158
*
```

## Properties
Relative energy (zero: lowest compared OMol25 entry of this formula, charge and spin)   402.6 kJ/mol
Structure (SMILES)   CCOCC[C@@H]1OC(=O)O[C@@H]1CCCCCOC.CN(C)P(=O)(N(C)C)N(C)C.CN(C)P(=O)(N(C)C)N(C)C

Atom charges from the Löwdin analysis, given in e for atoms 1 to 99:
1. C -0.09
2. C -0.25
3. O -0.16
4. C -0.23
5. C -0.07
6. C -0.23
7. O 0.10
8. C -0.54
9. O 0.20
10. O 0.09
11. C -0.28
12. C -0.10
13. C -0.16
14. C -0.20
15. C -0.17
16. C -0.24
17. O -0.19
18. C -0.11
19. H 0.08
20. H 0.07
21. H 0.07
22. H 0.12
23. H 0.12
24. H 0.13
25. H 0.13
26. H 0.11
27. H 0.13
28. H 0.16
29. H 0.15
30. H 0.11
31. H 0.11
32. H 0.11
33. H 0.09
34. H 0.12
35. H 0.09
36. H 0.10
37. H 0.11
38. H 0.12
39. H 0.11
40. H 0.09
41. H 0.09
42. H 0.08
43. O -0.27
44. P 0.78
45. N -0.34
46. C -0.14
47. C -0.13
48. N -0.33
49. C -0.14
50. C -0.15
51. N -0.35
52. C -0.15
53. C -0.13
54. H 0.08
55. H 0.09
56. H 0.04
57. H 0.07
58. H 0.07
59. H 0.08
60. H 0.09
61. H 0.08
62. H 0.06
63. H 0.07
64. H 0.07
65. H 0.08
66. H 0.07
67. H 0.08
68. H 0.07
69. H 0.09
70. H 0.07
71. H 0.09
72. O -0.27
73. P 0.79
74. N -0.34
75. C -0.14
76. C -0.13
77. N -0.33
78. C -0.14
79. C -0.15
80. N -0.35
81. C -0.14
82. C -0.13
83. H 0.08
84. H 0.08
85. H 0.04
86. H 0.07
87. H 0.07
88. H 0.08
89. H 0.09
90. H 0.08
91. H 0.06
92. H 0.08
93. H 0.07
94. H 0.08
95. H 0.07
96. H 0.08
97. H 0.07
98. H 0.09
99. H 0.07

---

Density functional theory data (ωB97M-V with the def2-TZVPD basis set) for a structure of composition C25H61AlBr3F2N7O18P2S2 in a non-equilibrium geometry.

```
! wB97M-V def2-TZVPD RIJCOSX def2/J DEFGRID3
* xyz 2 1
Al 2.8668 2.5482 0.9415
N 0.0815 1.9997 0.9230
S -0.8108 2.7728 1.9786
O -1.4559 1.9371 2.9381
O -1.5187 3.9152 1.5215
F 0.3766 3.3964 2.8450
S -1.0982 1.0707 0.2090
O -2.1736 1.7387 -0.4267
O -1.3698 -0.1717 0.8866
F -0.1993 0.4810 -0.9647
C -5.8259 2.3564 -2.1137
Br -4.4196 3.4449 -1.4062
Br -5.8033 2.2876 -4.0425
Br -7.5666 2.9141 -1.4678
H -5.7024 1.3373 -1.7860
O -5.4151 -2.7761 -2.7413
P -4.5331 -2.8476 -1.5935
N -4.9985 -1.9410 -0.2697
C -4.2184 -1.9425 0.9312
C -5.5972 -0.6422 -0.5731
N -2.9920 -2.2201 -1.9353
C -2.8173 -1.2009 -2.9486
C -1.8941 -2.3920 -1.0366
N -4.2063 -4.3365 -1.0025
C -5.1389 -4.9651 -0.0582
C -3.5260 -5.2899 -1.9027
H -4.7890 -1.6509 1.8169
H -3.3963 -1.1973 0.9146
H -3.7102 -2.8864 1.1094
H -4.8225 0.1277 -0.4394
H -6.3645 -0.3640 0.1529
H -5.9657 -0.6636 -1.5955
H -3.0909 -0.2168 -2.5332
H -1.7778 -1.1861 -3.2693
H -3.5052 -1.4128 -3.7672
H -2.1549 -3.0374 -0.1983
H -1.0605 -2.9443 -1.5007
H -1.5724 -1.3972 -0.6935
H -5.8078 -4.2642 0.4360
H -5.7567 -5.7034 -0.5733
H -4.5509 -5.4629 0.7145
H -3.3133 -6.1599 -1.2859
H -2.5704 -4.8776 -2.2255
H -4.1359 -5.5032 -2.7802
O 3.2683 -0.2531 0.9657
P 3.4975 -1.6563 1.3540
N 2.1192 -2.5904 1.1584
C 0.9577 -2.0666 0.4907
C 2.1123 -4.0108 1.4516
N 3.8552 -1.7872 2.9689
C 4.9552 -0.9470 3.4303
C 2.8286 -2.0405 3.9602
N 4.7593 -2.4071 0.5890
C 4.8934 -2.1722 -0.8416
C 5.3117 -3.6622 1.0661
H 0.0934 -2.2684 1.1329
H 0.8514 -2.4648 -0.5324
H 1.1516 -1.0136 0.3205
H 2.4437 -4.5597 0.5606
H 1.1243 -4.3167 1.7963
H 2.8132 -4.2381 2.2555
H 5.1913 -1.1510 4.4713
H 5.8714 -1.1049 2.8589
H 4.6851 0.1047 3.2835
H 3.1706 -2.6863 4.7724
H 2.4177 -1.1015 4.3582
H 1.9304 -2.5469 3.5958
H 4.4322 -2.9818 -1.4291
H 4.3433 -1.2767 -1.1303
H 5.9372 -2.1271 -1.1499
H 4.7213 -4.5529 0.8480
H 5.6382 -3.5596 2.0983
H 6.2700 -3.8075 0.5541
C -0.2415 4.3133 -1.7618
O 0.6558 5.0275 -2.6141
C 1.9251 5.0976 -2.2246
O 2.4553 4.3194 -1.4719
O 2.4808 6.1420 -2.8017
C 3.8539 6.4496 -2.5743
H -1.1957 4.2540 -2.2709
H -0.3811 4.8508 -0.8216
H 0.1934 3.3468 -1.5105
H 4.0046 6.5738 -1.5002
H 4.0854 7.3511 -3.1252
H 4.5132 5.6298 -2.8661
C 2.2419 8.4460 0.1123
O 2.1730 7.0180 0.1879
C 1.5762 6.3825 1.1919
O 1.5651 5.1769 1.2421
O 1.0143 7.1905 2.0701
C 0.4198 6.6374 3.2558
H 1.9628 8.7920 -0.8766
H 3.2916 8.7073 0.2783
H 1.7091 8.9520 0.9089
H -0.6571 6.5633 3.1348
H 0.6818 7.3242 4.0551
H 0.8351 5.6576 3.4776
C 2.3886 2.2399 -4.4826
O 2.0369 0.9156 -4.0691
C 2.1229 0.6438 -2.7716
O 2.1892 1.4486 -1.8896
O 2.0404 -0.6766 -2.5493
C 1.8100 -1.5876 -3.6221
H 2.1282 2.3187 -5.5333
H 3.4698 2.3801 -4.4219
H 1.8971 3.0084 -3.8942
H 0.7699 -1.6147 -3.9383
H 2.0875 -2.5752 -3.2470
H 2.5058 -1.3961 -4.4353
C -1.1288 -1.0644 3.8144
O -0.8064 -2.1662 2.9504
C -1.5900 -3.2142 2.9541
O -2.5723 -3.4087 3.6016
O -1.1657 -4.0093 1.9434
C -1.6270 -5.3529 1.8807
H -0.7035 -0.1389 3.4552
H -0.8206 -1.2729 4.8397
H -2.2170 -1.0031 3.8462
H -1.4512 -5.7372 0.8812
H -2.6993 -5.3957 2.0936
H -1.1713 -5.9728 2.6523
*
```

Atom charges from the Löwdin analysis, given in e for atoms 1 to 99:
1. Al 1.07
2. N -0.29
3. S 0.42
4. O -0.26
5. O -0.24
6. F -0.21
7. S 0.51
8. O -0.33
9. O -0.31
10. F -0.18
11. C -1.65
12. Br 0.67
13. Br 0.59
14. Br 0.60
15. H -0.11
16. O -0.18
17. P 0.51
18. N -0.16
19. C -0.06
20. C -0.04
21. N -0.13
22. C 0.00
23. C -0.07
24. N -0.29
25. C -0.06
26. C -0.05
27. H 0.13
28. H 0.10
29. H 0.07
30. H 0.10
31. H 0.13
32. H 0.09
33. H 0.12
34. H 0.11
35. H 0.11
36. H 0.08
37. H 0.13
38. H 0.08
39. H 0.09
40. H 0.11
41. H 0.08
42. H 0.10
43. H 0.07
44. H 0.10
45. O -0.37
46. P 0.54
47. N -0.19
48. C -0.06
49. C -0.05
50. N -0.30
51. C -0.08
52. C -0.10
53. N -0.25
54. C -0.07
55. C -0.08
56. H 0.08
57. H 0.10
58. H 0.07
59. H 0.11
60. H 0.09
61. H 0.09
62. H 0.10
63. H 0.09
64. H 0.08
65. H 0.10
66. H 0.10
67. H 0.06
68. H 0.09
69. H 0.07
70. H 0.10
71. H 0.08
72. H 0.09
73. H 0.10
74. C -0.02
75. O 0.01
76. C -0.64
77. O 0.03
78. O 0.02
79. C -0.02
80. H 0.09
81. H 0.09
82. H 0.07
83. H 0.09
84. H 0.10
85. H 0.10
86. C -0.01
87. O 0.00
88. C -0.59
89. O 0.00
90. O 0.00
91. C 0.01
92. H 0.10
93. H 0.10
94. H 0.10
95. H 0.10
96. H 0.10
97. H 0.08
98. C 0.01
99. O 0.00

---

Density functional theory data (ωB97M-V with the def2-TZVPD basis set) for a cluster of 4 separate species, C25H61Br2N3O3PS in total in a non-equilibrium geometry.

```
! wB97M-V def2-TZVPD RIJCOSX def2/J DEFGRID3
* xyz 1 1
C 3.4871 -0.3676 -5.3484
C 2.0400 -0.8836 -5.6672
Br 1.2260 0.3957 -6.9477
C 2.1290 -2.2855 -6.3378
Br 2.9998 -3.6174 -5.1820
P 0.4696 -2.8953 -6.9786
C -0.3135 -4.2092 -5.9354
C -1.7576 -3.8544 -5.4584
C -1.8479 -2.7443 -4.3760
C -1.6580 -1.2880 -4.8825
S -2.8525 -0.7502 -6.1343
O -2.6072 0.6927 -6.3584
O -2.7425 -1.5079 -7.3974
O -4.3319 -0.8777 -5.4294
H 3.7142 0.4649 -6.0234
H 3.5511 -0.0747 -4.2946
H 4.2637 -1.1252 -5.5226
H 1.4585 -0.8998 -4.7365
H 2.7448 -2.1480 -7.2406
H 0.7027 -3.4128 -8.2832
H -0.4187 -1.8003 -7.1814
H 0.2731 -4.4944 -5.0537
H -0.3970 -5.1068 -6.5701
H -2.4316 -3.6749 -6.3091
H -2.1430 -4.7717 -4.9832
H -1.1781 -2.9098 -3.5180
H -2.8711 -2.8005 -3.9689
H -1.8161 -0.6278 -4.0130
H -0.6432 -1.0505 -5.2273
H -4.9315 -0.3952 -6.0121
C 0.1489 -0.1997 0.3973
C -1.2785 -0.2465 -0.1304
N -1.8013 -1.5973 -0.2750
C -3.0531 -1.6466 -1.0151
C -4.2840 -0.9713 -0.4073
C -1.7407 -2.4295 0.9187
C -2.4560 -1.9273 2.1740
H 0.8228 -0.7805 -0.2364
H 0.5019 0.8335 0.4064
H 0.2189 -0.5734 1.4197
H -1.2804 0.2308 -1.1159
H -1.9125 0.3727 0.5186
H -3.2965 -2.6929 -1.2286
H -2.8703 -1.1931 -1.9982
H -4.7099 -1.5596 0.4035
H -5.0615 -0.8732 -1.1688
H -4.0667 0.0299 -0.0347
H -0.6882 -2.5882 1.1691
H -2.1097 -3.4295 0.6728
H -2.2900 -0.8632 2.3489
H -2.0812 -2.4621 3.0495
H -3.5292 -2.1074 2.1308
C -1.9898 -0.5250 8.3099
C -1.8123 -0.1854 6.8359
N -2.5659 0.9846 6.4160
C -2.6026 1.1505 4.9714
C -1.2834 1.4298 4.2456
C -2.3286 2.1992 7.1815
C -0.8971 2.7399 7.2442
H -3.0432 -0.6650 8.5562
H -1.4634 -1.4538 8.5355
H -1.5772 0.2473 8.9606
H -2.1633 -1.0445 6.2568
H -0.7378 -0.0817 6.6257
H -3.3156 1.9425 4.7243
H -3.0369 0.2393 4.5447
H -0.9529 2.4582 4.3848
H -1.4203 1.2848 3.1697
H -0.4831 0.7601 4.5644
H -2.6716 2.0269 8.2053
H -2.9895 2.9859 6.8073
H -0.1595 1.9518 7.4046
H -0.8060 3.4434 8.0748
H -0.6287 3.2841 6.3395
C 3.9314 1.0656 2.7856
C 4.1135 1.4172 1.3149
N 3.3645 2.5930 0.8950
C 3.3406 2.7685 -0.5512
C 4.6725 3.0459 -1.2540
C 3.5992 3.8075 1.6631
C 5.0308 4.3459 1.7340
H 2.8768 0.9227 3.0274
H 4.4579 0.1353 3.0053
H 4.3414 1.8326 3.4437
H 3.7648 0.5579 0.7338
H 5.1879 1.5237 1.1083
H 2.6352 3.5658 -0.8038
H 2.9067 1.8629 -0.9925
H 5.0071 4.0706 -1.1011
H 4.5527 2.9108 -2.3325
H 5.4634 2.3693 -0.9278
H 3.2503 3.6349 2.6849
H 2.9416 4.5955 1.2857
H 5.7665 3.5570 1.8980
H 5.1181 5.0486 2.5654
H 5.3051 4.8903 0.8314
*
```

And the Löwdin charges, in e, turn out to be:
1. C -0.15
2. C -0.78
3. Br 0.78
4. C -0.88
5. Br 0.77
6. P 1.06
7. C -0.32
8. C -0.23
9. C -0.20
10. C -0.23
11. S 0.68
12. O -0.32
13. O -0.33
14. O -0.14
15. H 0.06
16. H 0.09
17. H 0.06
18. H 0.08
19. H 0.07
20. H 0.06
21. H -0.02
22. H 0.06
23. H 0.10
24. H 0.10
25. H 0.13
26. H 0.13
27. H 0.11
28. H 0.11
29. H 0.03
30. H 0.10
31. C -0.09
32. C -0.27
33. N -0.20
34. C -0.26
35. C -0.07
36. C -0.24
37. C -0.07
38. H 0.07
39. H 0.07
40. H 0.06
41. H 0.11
42. H 0.10
43. H 0.11
44. H 0.08
45. H 0.06
46. H 0.07
47. H 0.07
48. H 0.10
49. H 0.12
50. H 0.05
51. H 0.08
52. H 0.06
53. C -0.09
54. C -0.28
55. N -0.20
56. C -0.25
57. C -0.09
58. C -0.25
59. C -0.08
60. H 0.08
61. H 0.07
62. H 0.06
63. H 0.11
64. H 0.10
65. H 0.11
66. H 0.10
67. H 0.06
68. H 0.05
69. H 0.07
70. H 0.10
71. H 0.12
72. H 0.07
73. H 0.07
74. H 0.05
75. C -0.08
76. C -0.28
77. N -0.20
78. C -0.26
79. C -0.09
80. C -0.25
81. C -0.08
82. H 0.07
83. H 0.07
84. H 0.07
85. H 0.11
86. H 0.10
87. H 0.11
88. H 0.10
89. H 0.06
90. H 0.06
91. H 0.07
92. H 0.10
93. H 0.12
94. H 0.07
95. H 0.07
96. H 0.05

---

Number 1: HOMO -7.6 eV, Kohn-Sham gap 6.82 eV. Number 2: HOMO -13.3 eV, Kohn-Sham gap 2.27 eV. Number 3: HOMO -9.3 eV, Kohn-Sham gap 6.03 eV.